11
Properties=species:S:1:pos:R:3 method="wB97M-V/def2-TZVPD" mol_weight_g_mol=209.55 orbital_gap_ev="7.9 / 7.9" spin_multiplicity=1 energy_ha=-2292.91430
C -2.222 -0.281 0.014
C -1.448 0.762 0.056
C 0.826 0.374 0.622
S 1.813 0.398 -0.917
S 1.075 1.694 1.705
Cl -3.903 -0.165 -0.368
Cl -1.765 2.271 -0.640
Cl 0.806 -1.087 1.550
H -2.037 -1.275 0.515
H 1.893 -0.880 -1.175
H 1.390 0.923 2.714